(1)
{
  "formula": "C47H61BrNO27",
  "method": "ωB97M-V with the def2-TZVPD basis set",
  "energy_ev": -176528.498,
  "total_charge": 1,
  "e_lumo_ha": -0.178,
  "largest_force_ev_per_a": 6.4,
  "gap_ev": 6.51,
  "symbols": ["O", "C", "O", "C", "C", "C", "C", "C", "C", "O", "O", "C", "C", "C", "Br", "C", "C", "N", "O", "C", "O", "C", "C", "C", "C", "C", "C", "H", "H", "H", "H", "H", "H", "H", "H", "H", "H", "H", "H", "H", "H", "H", "H", "H", "H", "H", "C", "C", "C", "O", "C", "O", "O", "H", "H", "H", "H", "H", "H", "C", "C", "C", "O", "C", "O", "O", "H", "H", "H", "H", "H", "H", "C", "C", "C", "O", "C", "O", "O", "H", "H", "H", "H", "H", "H", "C", "C", "C", "O", "C", "O", "O", "H", "H", "H", "H", "H", "H", "C", "C", "C", "O", "C", "O", "O", "H", "H", "H", "H", "H", "H", "C", "C", "C", "O", "C", "O", "O", "H", "H", "H", "H", "H", "H", "C", "C", "C", "O", "C", "O", "O", "H", "H", "H", "H", "H", "H"],
  "positions_angstrom": [[-1.18682, -4.15807, 1.71360], [-1.03030, -5.39888, 1.55859], [-0.31092, -6.11885, 2.56532], [-1.54530, -6.24879, 0.30946], [-2.67306, -5.52571, -0.56862], [-2.13280, -4.25651, -1.40510], [-0.60816, -3.88092, -1.34259], [-0.05492, -2.64863, -2.14829], [1.48807, -2.18468, -2.08355], [1.65808, -0.99850, -1.67215], [2.54010, -3.06340, -2.42452], [3.80785, -2.58042, -1.90028], [3.97226, -2.77756, -0.30743], [5.07700, -1.76498, 0.29698], [5.42539, -2.13569, 2.24924], [-1.05582, -1.86030, -3.03250], [-2.52939, -2.31568, -3.01688], [-3.03007, -3.44160, -2.22427], [-4.33435, -3.77261, -2.22055], [-5.16305, -2.68628, -1.75097], [-6.32768, -2.59830, -2.23508], [-4.73329, -1.57853, -0.70638], [-3.74530, -1.89342, 0.44930], [-3.24067, -0.84403, 1.48762], [-3.75558, 0.61755, 1.36748], [-4.76586, 0.96973, 0.22142], [-5.26378, -0.09685, -0.81860], [-0.53891, -5.64256, 3.40841], [-2.03662, -7.20030, 0.74917], [-0.70369, -6.63365, -0.37312], [-3.53195, -5.19013, 0.10480], [-3.11018, -6.33905, -1.26816], [0.15522, -4.43688, -0.70691], [4.63872, -3.21609, -2.38650], [4.04660, -1.49419, -2.16391], [2.97862, -2.70475, 0.26396], [4.37901, -3.84360, -0.12923], [4.75632, -0.66131, 0.22395], [6.09778, -1.90495, -0.22204], [-0.79815, -0.94885, -3.67695], [-3.32238, -1.75398, -3.63071], [-3.34549, -2.95703, 0.56991], [-2.48051, -1.18072, 2.28392], [-3.37701, 1.38316, 2.12415], [-5.13578, 2.05555, 0.13385], [-5.97933, 0.24703, -1.64884], [2.55005, 4.13592, -0.96222], [3.17466, 2.75913, -0.93129], [2.52396, 1.83075, 0.04912], [3.58977, 0.95202, 0.40290], [4.74970, 1.65608, 0.21539], [5.83144, 1.29571, 0.59200], [4.51824, 2.81808, -0.45240], [2.73495, 4.67373, -0.02956], [2.99761, 4.73409, -1.76049], [1.47583, 4.08034, -1.13456], [3.19226, 2.32916, -1.93940], [1.69908, 1.27153, -0.39511], [2.16823, 2.33128, 0.95507], [-4.96776, -0.19564, 6.89012], [-4.18152, -0.09516, 5.60054], [-3.25350, -1.25191, 5.37037], [-2.21775, -0.66648, 4.58890], [-2.19419, 0.66065, 4.90397], [-1.32394, 1.41683, 4.57786], [-3.28519, 1.01268, 5.63784], [-4.31225, -0.09668, 7.75987], [-5.69324, 0.61936, 6.95263], [-5.50680, -1.14348, 6.95519], [-4.86149, 0.04577, 4.75290], [-3.73430, -2.06544, 4.82350], [-2.81413, -1.65149, 6.28965], [6.13269, 2.91576, -6.62859], [5.19413, 2.80671, -5.44597], [4.17177, 1.71715, -5.58816], [3.08362, 2.21201, -4.81616], [3.18555, 3.57239, -4.82391], [2.33164, 4.31728, -4.43540], [4.38330, 3.97344, -5.33271], [5.60301, 3.25966, -7.52144], [6.91097, 3.65529, -6.42399], [6.61369, 1.95917, -6.84495], [5.76623, 2.69858, -4.51776], [4.52428, 0.76426, -5.18875], [3.83077, 1.56790, -6.61748], [-1.36170, 7.27372, 2.78258], [-0.44621, 6.24218, 2.16069], [0.40679, 6.78544, 1.05186], [0.61326, 5.63973, 0.23195], [-0.45331, 4.81620, 0.43785], [-0.70316, 3.85167, -0.23320], [-1.19869, 5.22808, 1.49777], [-2.13618, 7.59111, 2.07809], [-1.88031, 6.84445, 3.64315], [-0.80358, 8.15078, 3.11793], [0.16253, 5.76236, 2.93459], [1.35977, 7.17449, 1.41530], [-0.08868, 7.55758, 0.45518], [2.30003, 3.16986, 5.28964], [1.66653, 4.32823, 6.03039], [1.02265, 3.93313, 7.32696], [-0.01007, 4.90193, 7.46693], [-0.33673, 5.30994, 6.20972], [-1.29673, 5.97489, 5.94151], [0.56844, 4.86106, 5.29454], [1.54014, 2.47197, 4.92634], [2.83529, 3.53419, 4.40865], [3.00664, 2.63006, 5.92396], [2.39905, 5.12973, 6.17661], [1.71708, 3.98772, 8.16727], [0.56749, 2.93801, 7.30473], [-7.25291, 0.75310, -6.12580], [-7.77438, 0.81454, -4.70593], [-9.17714, 1.33654, -4.60406], [-9.19280, 1.92970, -3.31200], [-7.91130, 2.29381, -3.03080], [-7.59190, 2.99133, -2.11032], [-7.03768, 1.76253, -3.93566], [-7.11937, 1.75623, -6.54016], [-6.27005, 0.27469, -6.14535], [-7.92571, 0.18612, -6.77297], [-7.67655, -0.16496, -4.22407], [-9.92065, 0.54028, -4.67011], [-9.41302, 2.10668, -5.34502], [4.94323, -7.21668, 0.13659], [5.77218, -7.07315, -1.12201], [6.75859, -8.18686, -1.32128], [7.79546, -7.55226, -2.05856], [7.74964, -6.22858, -1.73851], [8.59599, -5.43321, -2.02691], [6.61412, -5.92787, -1.04464], [5.55953, -7.09428, 1.03152], [4.18016, -6.43434, 0.17489], [4.44449, -8.18779, 0.17692], [5.11931, -6.95697, -1.99463], [6.33598, -9.01749, -1.88956], [7.17925, -8.57179, -0.38706]]
}

(2)
{
  "formula": "C47H62N2O4PtS",
  "method": "ωB97M-V with the def2-TZVPD basis set",
  "energy_ev": -74996.535,
  "s_squared": 2.03,
  "total_charge": 0,
  "multiplicity": 3,
  "e_lumo_ha": [0.012, -0.035],
  "largest_force_ev_per_a": 2.2,
  "gap_ev": [6.95, 6.43],
  "symbols": ["Pt", "C", "O", "C", "C", "C", "C", "C", "C", "C", "C", "C", "C", "C", "C", "C", "C", "C", "C", "C", "C", "C", "C", "C", "C", "C", "C", "C", "C", "C", "C", "C", "C", "O", "C", "C", "C", "C", "C", "O", "C", "C", "C", "C", "C", "C", "O", "C", "C", "C", "C", "H", "H", "H", "H", "H", "H", "H", "H", "H", "H", "H", "H", "H", "H", "H", "H", "H", "H", "H", "H", "H", "H", "H", "H", "H", "H", "H", "H", "H", "H", "H", "H", "H", "H", "H", "H", "H", "H", "H", "H", "H", "H", "H", "H", "H", "H", "H", "H", "H", "H", "H", "H", "H", "H", "H", "H", "H", "H", "N", "C", "N", "S", "H", "H", "H", "H"],
  "positions_angstrom": [[4.86284, -1.91627, 21.41958], [6.01598, 0.73088, 19.33151], [5.09844, -0.27560, 19.64604], [4.33498, -0.91406, 18.70296], [3.00970, -0.53350, 18.54743], [2.33983, 0.58005, 19.37643], [3.04945, 1.30288, 20.51652], [3.28717, 2.62459, 20.32356], [3.94788, 3.44977, 21.26103], [4.37882, 2.75642, 22.40578], [4.15666, 1.41041, 22.62638], [4.70188, 0.90735, 24.00169], [5.19326, -0.52424, 24.18939], [4.28709, -1.39484, 24.78272], [4.54962, -2.76414, 24.98964], [5.77218, -3.19805, 24.50556], [6.71492, -2.36737, 23.84637], [7.76065, -3.19875, 23.05947], [7.18121, -3.82270, 21.82949], [6.92248, -5.16607, 21.70455], [6.39516, -5.68862, 20.52599], [6.12959, -4.82686, 19.45085], [6.36601, -3.46545, 19.50990], [6.24574, -2.50731, 18.35548], [4.84207, -2.02611, 18.03680], [4.06388, -2.65891, 17.12936], [2.75327, -2.24600, 16.84768], [2.25923, -1.19531, 17.55239], [1.99426, -2.97103, 15.77556], [2.66495, -2.83396, 14.42467], [0.57393, -2.47869, 15.64929], [1.90772, -4.47506, 16.14243], [6.88936, -2.95726, 20.73054], [6.98396, -1.67283, 20.92234], [6.04401, -7.17443, 20.34937], [6.85677, -7.74997, 19.18619], [4.53626, -7.32541, 20.07000], [6.41205, -7.96517, 21.60921], [6.45426, -0.99695, 23.72505], [7.19214, -0.01803, 23.11899], [8.55926, -0.22511, 22.83249], [3.48848, -3.62327, 25.66169], [3.87610, -5.09396, 25.61896], [2.13022, -3.40119, 24.98617], [3.27570, -3.22314, 27.10756], [3.43636, 0.63256, 21.71330], [3.16610, -0.68139, 21.86546], [4.03116, 4.94120, 21.13480], [3.70990, 5.48516, 19.73376], [5.46036, 5.44051, 21.47768], [3.09419, 5.63887, 22.11020], [5.52481, 1.63557, 18.86591], [6.80653, 0.34464, 18.68713], [6.43804, 1.02031, 20.26518], [1.39346, 0.09917, 19.77971], [1.98424, 1.33678, 18.64815], [2.91338, 3.07378, 19.39780], [4.83756, 3.31583, 23.19752], [3.85824, 1.04187, 24.71848], [5.48309, 1.56836, 24.26132], [3.31309, -0.98983, 25.07735], [5.99894, -4.28248, 24.51316], [8.07339, -4.04775, 23.70702], [8.66190, -2.64626, 22.83371], [7.11603, -5.81963, 22.57162], [5.68210, -5.22889, 18.53723], [6.57963, -3.07378, 17.49346], [6.96990, -1.72399, 18.57758], [4.53402, -3.48680, 16.56296], [1.26609, -0.85207, 17.41952], [2.62242, -1.80225, 14.07578], [2.10843, -3.46016, 13.71273], [3.69498, -3.19823, 14.41943], [0.52194, -1.43628, 15.35058], [0.01632, -2.58558, 16.59357], [0.04701, -3.01365, 14.88380], [2.87369, -4.85234, 16.49985], [1.60144, -5.02924, 15.24340], [1.13618, -4.62192, 16.94819], [6.79891, -7.11526, 18.32059], [6.50097, -8.76987, 18.98186], [7.90665, -7.83804, 19.44949], [4.26204, -6.78479, 19.14298], [3.90888, -7.01915, 20.91002], [4.29940, -8.36595, 19.77214], [7.43636, -7.76107, 21.86123], [6.32117, -9.06892, 21.44226], [5.80284, -7.58822, 22.45042], [8.95686, 0.74219, 22.56229], [8.78069, -0.91643, 22.03591], [9.04763, -0.57093, 23.75842], [3.88450, -5.43141, 24.58077], [3.16966, -5.65681, 26.22121], [4.82295, -5.23084, 26.09126], [2.23711, -3.17651, 23.90984], [1.56949, -2.62218, 25.43901], [1.54544, -4.32782, 25.05519], [4.11189, -3.44571, 27.76459], [2.44267, -3.78399, 27.48888], [2.98843, -2.16406, 27.11542], [4.33010, 5.02084, 18.93141], [3.93386, 6.56106, 19.73802], [2.63920, 5.31426, 19.44705], [6.18646, 4.96382, 20.80849], [5.74393, 5.12793, 22.47935], [5.51341, 6.53963, 21.41043], [2.05068, 5.31890, 21.99935], [3.18548, 6.72345, 22.00621], [3.39473, 5.31326, 23.12116], [1.73662, -2.62640, 20.69824], [2.50469, -3.72921, 20.67603], [2.26882, -4.61773, 19.71896], [3.72750, -4.05151, 21.89015], [1.25429, -2.47838, 19.82543], [2.08632, -1.76920, 21.17799], [1.71255, -4.35776, 18.90605], [2.89149, -5.37151, 19.69198]]
}